1.
# C26H31Si

A cluster of 2 separate species, C26H31Si in total (ωB97M-V with the def2-TZVPD basis set, OMol25).

The geometry in XYZ format:
```
58
Properties=species:S:1:pos:R:3
C -3.102 -3.638 -1.611
C -2.610 -2.192 -1.610
C -1.094 -2.173 -1.812
C -3.263 -1.423 -2.759
C -3.036 -1.628 -0.217
Si -2.688 0.105 0.262
C -3.033 1.516 -0.906
C -2.907 0.452 2.077
H 0.308 0.507 0.408
H -4.189 -3.636 -1.492
H -2.833 -4.138 -2.559
H -2.654 -4.177 -0.774
H -0.678 -1.155 -1.839
H -0.586 -2.727 -1.013
H -0.811 -2.664 -2.766
H -2.947 -0.371 -2.802
H -2.979 -1.896 -3.714
H -4.356 -1.468 -2.662
H -4.138 -1.535 -0.141
H -2.628 -2.307 0.559
H -4.048 1.230 -1.256
H -3.038 2.438 -0.320
H -2.298 1.623 -1.721
H -3.992 0.229 2.169
H -2.297 -0.181 2.737
H -2.681 1.494 2.322
C 1.362 0.661 0.470
C 1.921 -0.449 -0.386
C 1.533 -1.754 -0.069
C 2.048 -2.822 -0.816
C 2.837 -2.545 -1.943
C 3.135 -1.221 -2.310
C 2.682 -0.173 -1.516
C 1.583 2.118 0.132
C 1.652 2.861 1.330
C 2.006 4.202 1.302
C 2.175 4.828 0.056
C 1.958 4.121 -1.139
C 1.582 2.768 -1.103
C 1.685 1.931 2.468
C 1.680 0.611 1.960
C 1.959 -0.480 2.768
C 2.317 -0.235 4.100
C 2.370 1.076 4.596
C 2.076 2.176 3.773
H 0.891 -1.938 0.808
H 1.861 -3.854 -0.488
H 3.206 -3.370 -2.553
H 3.699 -0.977 -3.212
H 2.912 0.861 -1.756
H 2.169 4.714 2.251
H 2.468 5.875 0.025
H 2.120 4.602 -2.102
H 1.380 2.225 -2.025
H 1.941 -1.492 2.357
H 2.558 -1.077 4.736
H 2.645 1.257 5.634
H 2.169 3.215 4.094
```

Computed properties:
ΔE to the lowest compared entry with this formula, charge and spin   2.4 kcal/mol
Charge   +1


2.
# ClH2O2PS2

The molecule ClH2O2PS2 (ωB97M-V with the def2-TZVPD basis set, OMol25).

The geometry in XYZ format:
```
8
Properties=species:S:1:pos:R:3
O -3.063 0.808 1.568
S -3.150 0.684 0.163
O -4.372 1.018 -0.419
Cl -2.835 -1.735 0.018
S -1.464 1.325 -0.838
P -0.191 0.079 0.210
H -1.031 0.274 1.330
H 0.863 0.944 0.559
```

Computed properties:
ΔE to the lowest compared entry with this formula, charge and spin   100.4 kcal/mol


3.
# C22H34B3ClF12O12

A structure of composition C22H34B3ClF12O12 (ωB97M-V with the def2-TZVPD basis set, OMol25).

The geometry in XYZ format:
```
84
C22H34B3ClF12O12 ωB97M-V with the def2-TZVPD basis set
C -3.147 -2.342 1.287
C -2.832 -3.744 0.706
O -2.185 -3.733 -0.566
B -1.238 -2.715 -0.670
O -1.426 -1.789 -1.728
B -1.046 -0.502 -1.299
C -1.983 0.779 -1.235
O 0.312 -0.371 -0.831
B 0.347 -1.266 0.277
C 0.916 -0.647 1.652
C 2.209 -1.354 2.151
C 1.999 -2.848 2.548
Cl 2.688 -0.463 3.699
O -0.123 -2.597 0.197
H -3.570 -1.641 0.548
H -3.946 -2.488 2.041
H -2.303 -1.901 1.848
H -3.800 -4.253 0.551
H -2.305 -4.360 1.459
H -1.562 1.651 -1.764
H -3.025 0.582 -1.527
H -2.023 1.092 -0.168
H 1.189 0.410 1.486
H 0.156 -0.653 2.452
H 3.046 -1.184 1.463
H 2.511 -3.003 3.508
H 0.921 -3.021 2.691
H 2.410 -3.509 1.771
C 1.621 1.383 6.699
C 1.597 2.829 6.249
O 0.258 3.244 5.930
C -0.508 3.593 6.958
O -0.177 3.580 8.101
C -1.872 4.049 6.451
F -2.353 3.231 5.509
F -1.806 5.267 5.913
F -2.773 4.102 7.424
H 1.154 0.741 5.951
H 2.647 1.050 6.859
H 1.066 1.252 7.629
H 2.175 2.945 5.333
H 2.037 3.489 6.997
C -5.275 0.889 6.470
C -4.092 0.250 5.773
O -3.979 -1.140 6.124
C -4.766 -1.970 5.446
O -5.535 -1.648 4.595
C -4.508 -3.408 5.884
F -4.434 -3.519 7.210
F -3.355 -3.860 5.383
F -5.465 -4.227 5.473
H -5.210 0.737 7.549
H -5.307 1.959 6.265
H -6.213 0.444 6.138
H -3.169 0.724 6.102
H -4.151 0.369 4.690
C 2.146 -0.389 -3.841
C 3.514 -0.071 -4.408
O 3.516 1.215 -5.051
C 3.659 2.264 -4.248
O 3.779 2.213 -3.065
C 3.691 3.548 -5.070
F 2.738 3.566 -6.004
F 4.861 3.686 -5.697
F 3.519 4.623 -4.313
H 1.384 -0.309 -4.620
H 2.124 -1.397 -3.427
H 1.872 0.314 -3.053
H 3.774 -0.796 -5.172
H 4.288 -0.119 -3.641
C 2.230 1.894 -10.695
C 2.388 0.437 -11.081
O 3.055 -0.299 -10.043
C 2.284 -0.698 -9.035
O 1.116 -0.491 -8.939
C 3.109 -1.502 -8.036
F 4.279 -0.922 -7.768
F 3.378 -2.723 -8.500
F 2.474 -1.651 -6.878
H 3.197 2.327 -10.435
H 1.798 2.462 -11.518
H 1.584 2.001 -9.823
H 3.018 0.353 -11.966
H 1.429 -0.022 -11.320
```


Number 1: largest force on an atom 1.6 eV/Å, gap between HOMO and LUMO 5.6364 eV, calculated total energy -35336.1429 eV. Number 2: largest force on an atom 3.0 eV/Å, gap between HOMO and LUMO 7.8472 eV, calculated total energy -47606.9724 eV. Number 3: largest force on an atom 2.9 eV/Å, gap between HOMO and LUMO 10.8369 eV, calculated total energy -95106.7009 eV.